{
  "formula": "C18H14N4S2",
  "method": "ωB97M-V/def2-TZVPD",
  "smiles": "C=C(c1ccccc1)c1cc2c(N)nc(-c3nc(C)cs3)nc2s1",
  "spin_multiplicity": 1,
  "total_charge": 0,
  "e_homo_ha": -0.2968,
  "elements": ["C", "C", "C", "C", "C", "C", "C", "C", "C", "C", "C", "C", "N", "N", "C", "C", "N", "C", "C", "C", "S", "N", "C", "S", "H", "H", "H", "H", "H", "H", "H", "H", "H", "H", "H", "H", "H", "H"],
  "coordinates": [[-3.2768, 1.1431, -1.8614], [-2.0106, 0.6276, -1.8198], [-1.2807, 0.3107, -3.0300], [-1.8884, -0.2768, -4.1648], [-1.1511, -0.5485, -5.3303], [0.1694, -0.1124, -5.4139], [0.7610, 0.5224, -4.3311], [0.0703, 0.6647, -3.1284], [-1.2990, 0.5272, -0.5214], [-1.3525, 1.4630, 0.4992], [-0.4715, 1.1406, 1.6013], [-0.2305, 1.8412, 2.7671], [-0.7656, 3.0328, 3.0532], [0.5233, 1.4574, 3.7456], [1.2146, 0.3303, 3.5376], [2.0661, -0.1051, 4.6772], [2.8173, -1.1974, 4.7368], [3.4822, -1.3005, 5.9447], [4.3544, -2.4531, 6.2807], [3.2910, -0.2988, 6.8428], [2.2562, 0.8944, 6.1256], [1.0319, -0.4229, 2.4363], [0.1909, -0.0502, 1.4679], [-0.2144, -0.8171, -0.0643], [-3.7291, 1.3269, -2.8461], [-3.8837, 1.4452, -0.9978], [-2.9338, -0.5902, -4.1949], [-1.5894, -0.9907, -6.1966], [0.7533, -0.2789, -6.2956], [1.7487, 0.9073, -4.4108], [0.5381, 1.1927, -2.2733], [-1.8442, 2.4286, 0.4357], [-0.8503, 3.7067, 2.2894], [-0.4480, 3.3914, 3.9542], [4.8158, -2.3760, 7.2639], [3.7298, -3.3556, 6.2530], [5.1401, -2.5191, 5.5117], [3.5759, -0.2150, 7.8998]],
  "forces_ev_per_angstrom": [[0.91, -0.32, -0.41], [-2.00, 0.83, 1.34], [0.48, -0.66, -1.71], [0.28, -0.44, -0.45], [0.44, 1.09, 1.05], [-0.22, -0.06, 0.55], [-0.74, -0.35, 0.51], [0.06, 0.72, 0.09], [0.14, 0.76, 1.63], [0.83, -0.56, -0.68], [-1.47, 0.35, -1.47], [-0.24, 1.17, 0.46], [-1.42, 2.49, -0.57], [2.11, -1.73, 1.04], [-1.57, -0.89, -1.25], [1.78, -0.88, 0.87], [-0.63, 0.90, 0.26], [-0.11, 0.35, 0.35], [-0.07, -0.70, -0.89], [-1.01, 0.99, -0.44], [-0.41, -0.51, -0.45], [1.49, -1.31, 0.58], [0.56, 0.34, 0.94], [-0.07, 0.32, 0.15], [0.21, -0.10, 0.48], [0.56, -0.38, -0.24], [0.23, 0.20, 0.48], [-0.45, -0.37, -0.25], [0.11, -0.03, -0.45], [0.71, 0.13, -0.03], [-0.23, -0.51, -0.64], [-0.20, -0.31, -0.21], [-0.19, -0.35, 0.63], [-0.11, 0.02, -0.67], [-0.09, 0.18, -0.07], [0.41, -0.04, -0.06], [-0.19, -0.28, 0.32], [0.10, -0.07, -0.80]],
  "mulliken_charge": [-1.240, 0.459, 0.628, -0.299, -0.682, -0.382, -0.658, -0.235, 0.054, -1.256, 0.785, 0.547, -0.498, -0.506, 0.260, 0.446, -0.545, 0.378, -1.114, -0.307, -0.123, -0.658, 0.392, -0.107, 0.323, 0.355, 0.379, 0.400, 0.382, 0.406, 0.346, 0.358, 0.212, 0.272, 0.329, 0.262, 0.274, 0.363]
}